Molecular formula: C4H5NS
Method: DFT, the ωB97M-V functional and the def2-TZVPD basis

Output
- E_tot (Ha) = -608.25355
- largest force on an atom (eV/A) = 3.77
- relative energy (zero: lowest compared OMol25 entry of this formula, charge and spin) (kJ/mol) = 255.0
- Kohn-Sham gap (eV) = 9.11
- SMILES string = C#C/C(C)=N/S

Last column: natural (NBO) charge in e.
Cartesian coordinates (Å):
S -2.05 -0.26 -0.02  0.20
N -0.44 -0.71 0.03  -0.52
C 1.85 -0.27 -0.06  -0.05
C 0.28 1.64 0.04  -0.67
C 3.03 -0.64 0.01  -0.18
C 0.49 0.20 -0.06  0.16
H 0.83 2.24 -0.66  0.24
H -2.51 -1.43 0.23  0.11
H 4.00 -1.08 0.15  0.24
H -0.78 1.87 -0.22  0.23
H 0.49 1.99 1.06  0.25

***

Molecular formula: C2H6N3S2
Method: DFT, the ωB97M-V functional and the def2-TZVPD basis

Output
- E_tot (Ha) = -1040.05399
- largest force on an atom (eV/A) = 4.21
- relative energy (zero: lowest compared OMol25 entry of this formula, charge and spin) (kJ/mol) = 415.2
- net charge = +1
- Kohn-Sham gap (eV) = 8.41

Last column: natural (NBO) charge in e.
Cartesian coordinates (Å):
S 0.52 0.83 -2.20  0.05
S 2.14 0.14 -1.21  0.11
N -0.61 -1.60 -0.87  -0.92
N 0.09 0.61 0.46  -0.46
N -0.22 0.94 1.58  0.00
C 0.95 1.29 -0.42  -0.23
C -0.57 0.89 2.68  0.10
H -1.13 1.09 3.60  0.28
H -1.50 -1.14 -0.87  0.44
H -0.02 -0.98 -0.26  0.46
H 1.23 2.25 -0.06  0.25
H -0.21 -1.75 -1.92  0.47
H -0.67 -2.57 -0.51  0.43

***

Molecular formula: C3H2LiO3V
Method: DFT, the ωB97M-V functional and the def2-TZVPD basis

Output
- E_tot (Ha) = -1292.51481
- largest force on an atom (eV/A) = 1.52
- relative energy (zero: lowest compared OMol25 entry of this formula, charge and spin) (kJ/mol) = 117.3
- Kohn-Sham gap (alpha / beta) (eV) = 5.64 / 5.66
- spin multiplicity = 5

Last column: natural (NBO) charge in e.
Cartesian coordinates (Å):
V 0.24 3.22 2.41  0.58
O -0.71 2.06 1.16  -0.72
O 0.74 0.44 0.70  -0.50
O -0.23 -1.72 -1.90  -0.94
C 0.43 1.56 1.34  0.36
C 0.25 -1.37 -0.77  -0.07
C -0.23 -0.24 -0.07  -0.04
Li 1.03 -2.68 -2.70  0.92
H -0.50 -1.67 0.32  0.22
H -1.02 0.40 -0.49  0.19

***

Molecular formula: C6H8N2
Method: DFT, the ωB97M-V functional and the def2-TZVPD basis

Output
- E_tot (Ha) = -342.81553
- largest force on an atom (eV/A) = 2.63
- relative energy (zero: lowest compared OMol25 entry of this formula, charge and spin) (kJ/mol) = 310.9
- Kohn-Sham gap (eV) = 9.18
- SMILES string = C#C/C(=N\C)NC=C

Last column: natural (NBO) charge in e.
Cartesian coordinates (Å):
N 0.74 0.23 -1.20  -0.59
N -0.74 0.14 0.57  -0.45
C -0.13 0.90 -2.06  -0.01
C -1.05 -0.40 1.96  -0.44
C 0.40 -0.14 0.11  0.36
C 2.47 -1.43 1.26  -0.18
C 1.54 -0.82 0.76  -0.11
C -1.37 1.40 -1.83  -0.49
H 3.27 -1.96 1.80  0.25
H -1.86 1.57 -2.74  0.20
H -0.47 -1.36 2.10  0.19
H -0.71 0.30 2.72  0.20
H 0.30 1.02 -3.08  0.19
H -1.74 1.36 -0.83  0.25
H 1.48 -0.23 -1.65  0.40
H -2.14 -0.59 2.10  0.21

***

Molecular formula: C30H53AuNP2
Method: DFT, the ωB97M-V functional and the def2-TZVPD basis

Output
- E_tot (Ha) = -2047.71031
- largest force on an atom (eV/A) = 2.89
- relative energy (zero: lowest compared OMol25 entry of this formula, charge and spin) (kJ/mol) = 159.6
- net charge = +1
- Kohn-Sham gap (alpha / beta) (eV) = 7.87 / 5.29
- spin multiplicity = 3

Last column: Mulliken spin population.
Cartesian coordinates (Å):
Au 0.74 -0.01 0.02  -0.03
P 0.72 -2.31 0.02  0.01
P 1.50 2.08 0.78  -0.01
N 1.04 -0.61 3.25  -0.03
C 3.22 1.61 0.95  0.02
C -3.48 -1.58 -0.67  0.00
C 2.31 -2.50 -0.85  0.00
C -2.11 1.05 1.54  0.13
C -2.74 0.88 -0.65  0.10
C -2.50 -1.45 2.20  0.02
C 2.67 -0.98 4.81  0.12
C 1.47 -0.80 5.50  0.09
C -3.30 1.31 -1.94  -0.01
C -0.30 -1.52 -4.41  0.00
C 1.30 0.64 -3.17  -0.01
C 0.50 -0.59 4.50  0.35
C -2.23 1.76 0.33  0.09
C -0.49 -3.48 -0.61  0.00
C -2.84 -0.41 -0.05  0.29
C 1.03 -3.25 1.53  0.01
C 1.13 2.79 2.39  0.00
C -2.08 3.21 0.17  0.02
C -0.90 -0.46 4.94  0.00
C 1.64 3.50 -0.30  0.00
C 3.40 -1.24 2.46  0.05
C -2.01 1.68 2.85  0.04
C -1.20 0.59 -5.30  0.00
C 1.87 -0.09 -4.34  0.00
C 1.02 -1.19 -5.03  0.00
C -2.42 -0.33 1.27  0.25
C 0.27 1.50 -3.31  0.02
C -0.34 1.72 -4.66  0.00
C -1.34 -0.68 -4.52  0.00
C 2.35 -0.89 3.43  0.33
H -0.99 2.60 -4.59  0.00
H 0.92 -0.92 -6.10  0.00
H 1.15 -0.87 6.51  0.00
H -4.57 -1.61 -0.59  0.01
H -1.22 -1.44 5.38  0.04
H 4.26 -0.57 2.66  0.02
H -1.87 2.75 2.78  0.00
H 0.66 3.93 -0.47  0.00
H 1.11 -4.32 1.36  0.00
H -3.06 3.68 0.29  -0.01
H 1.94 3.42 2.73  0.00
H 3.60 1.26 -0.01  0.00
H 1.92 -2.92 2.04  -0.01
H -3.09 -2.47 -0.19  0.00
H 2.07 3.18 -1.24  0.00
H -1.40 3.58 0.92  0.00
H 3.15 -1.19 1.36  -0.01
H 3.22 0.78 1.64  -0.02
H -3.53 -1.59 2.53  0.01
H -1.68 3.40 -0.81  0.00
H 2.30 4.23 0.17  0.00
H 3.70 -2.29 2.68  0.02
H 0.97 2.00 3.12  0.01
H 3.68 -1.17 5.10  0.00
H -0.09 2.06 -2.46  -0.01
H -0.34 -2.47 -3.85  0.00
H 1.65 -2.09 -5.00  0.00
H -1.12 -3.81 0.22  0.00
H 0.24 3.40 2.34  0.00
H -1.67 -0.19 4.18  0.00
H 0.22 -3.10 2.23  0.00
H 2.13 0.63 -5.13  0.00
H 2.81 -0.56 -4.04  0.00
H -3.16 -1.58 -1.70  0.00
H 0.44 1.95 -5.40  0.00
H -0.03 -4.37 -1.03  0.00
H -0.93 0.35 5.70  0.03
H -2.57 2.00 -2.39  0.01
H -2.13 -2.36 1.74  0.00
H -2.33 -0.84 -4.07  0.00
H 2.92 -1.61 -0.68  0.00
H -4.29 1.81 -1.90  0.03
H 3.87 2.40 1.29  0.00
H -1.17 1.25 3.38  0.00
H -2.20 1.02 -5.39  0.00
H 1.74 0.48 -2.18  0.00
H -1.13 -3.02 -1.35  0.00
H -3.38 0.46 -2.62  0.00
H -2.95 1.55 3.42  0.02
H 2.86 -3.37 -0.51  0.00
H -1.86 -1.28 3.05  -0.03
H 2.17 -2.56 -1.92  0.00
H -0.82 0.42 -6.32  0.00

***

Molecular formula: C10H11N2OP
Method: DFT, the ωB97M-V functional and the def2-TZVPD basis

Output
- E_tot (Ha) = -913.62597
- largest force on an atom (eV/A) = 5.20
- relative energy (zero: lowest compared OMol25 entry of this formula, charge and spin) (kJ/mol) = 37.5
- Kohn-Sham gap (alpha / beta) (eV) = 7.22 / 7.22

Last column: natural (NBO) charge in e.
Cartesian coordinates (Å):
P 1.14 -1.71 -1.52  0.39
O 3.67 -0.20 -0.11  -0.54
N 1.86 1.10 0.41  -0.79
N -1.71 -1.38 1.25  -0.53
C -0.63 -2.01 0.60  0.01
C -0.27 -1.30 -0.57  -0.48
C -2.59 1.57 -1.40  -0.26
C 4.66 0.47 0.66  -0.28
C 2.41 0.12 -0.11  0.58
C -2.10 -0.36 0.48  0.19
C -3.47 1.41 -0.36  -0.19
C -1.21 -0.25 -0.59  -0.13
C -1.51 0.81 -1.54  -0.16
C -3.17 0.49 0.70  -0.25
H -3.77 0.45 1.53  0.21
H 4.00 1.34 1.13  0.21
H -2.83 2.27 -2.10  0.21
H 5.43 0.84 0.00  0.19
H 0.82 1.07 0.41  0.39
H -0.80 0.88 -2.36  0.21
H -0.24 -2.90 0.78  0.20
H -4.30 2.05 -0.27  0.21
H -2.13 -1.75 2.09  0.42
H 5.11 -0.16 1.44  0.19
H 1.62 -2.85 -0.57  -0.03

***

Molecular formula: C3H8N2O2
Method: DFT, the ωB97M-V functional and the def2-TZVPD basis

Output
- E_tot (Ha) = -379.09009
- largest force on an atom (eV/A) = 1.57
- relative energy (zero: lowest compared OMol25 entry of this formula, charge and spin) (kJ/mol) = 133.7
- Kohn-Sham gap (eV) = 9.59
- SMILES string = c1c[nH]cn1.O.O

Last column: natural (NBO) charge in e.
Cartesian coordinates (Å):
O -0.07 1.01 2.59  -0.97
O 1.37 1.64 0.15  -0.96
N 0.54 -1.25 -1.25  -0.48
N -1.01 -0.65 0.19  -0.50
C 0.14 -1.33 0.01  0.13
C -0.35 -0.44 -1.89  -0.11
C -1.28 0.03 -0.97  -0.12
H 0.62 0.56 3.09  0.46
H 0.63 -2.08 0.60  0.21
H -0.47 -0.45 -2.95  0.21
H 1.30 0.83 -0.37  0.49
H -1.48 -0.48 1.06  0.44
H -1.73 0.99 -1.05  0.23
H 2.32 1.80 0.12  0.48
H 0.43 1.46 1.90  0.50

***

Molecular formula: C19H22FeNO7S
Method: DFT, the ωB97M-V functional and the def2-TZVPD basis

Output
- E_tot (Ha) = -2980.62009
- largest force on an atom (eV/A) = 0.36
- relative energy (zero: lowest compared OMol25 entry of this formula, charge and spin) (kJ/mol) = 0.0
- Kohn-Sham gap (alpha / beta) (eV) = 9.41 / 7.56
- spin multiplicity = 6

Last column: natural (NBO) charge in e.
Cartesian coordinates (Å):
Fe -1.05 0.77 1.29  1.89
S -1.09 -1.97 1.59  2.31
O -2.05 1.30 -0.38  -0.75
O -0.32 1.28 3.04  -0.87
O -0.22 0.87 5.24  -0.60
O 0.12 1.14 -0.32  -0.72
O -1.06 3.05 1.47  -0.95
O -0.85 -1.26 0.32  -0.99
O -1.87 -3.17 1.55  -0.91
N -1.69 -0.77 2.45  -1.00
C 0.49 -2.39 2.26  -0.30
C 1.53 -1.47 2.21  -0.20
C 1.02 -0.21 -2.61  -0.64
C -1.44 -0.67 3.87  -0.37
C -1.68 2.57 -4.47  -0.23
C 0.06 0.78 -3.22  0.06
C 0.09 0.97 -4.60  -0.23
C 1.91 -3.95 3.38  -0.21
C -0.71 2.02 -6.73  -0.63
C -0.94 1.32 -1.01  0.77
C 2.96 -3.04 3.36  0.02
C -1.77 2.40 -3.10  0.05
C 0.68 -3.64 2.84  -0.20
C -0.59 0.59 4.13  0.78
C -0.88 1.51 -2.47  -0.15
C -0.76 1.86 -5.24  0.03
C -2.79 3.21 -2.34  -0.63
C 2.76 -1.80 2.76  -0.20
C 4.29 -3.37 3.98  -0.63
H -1.87 3.55 1.31  0.50
H 2.06 -4.93 3.83  0.22
H -1.18 1.18 -7.23  0.23
H -1.23 2.93 -7.05  0.22
H -3.22 3.96 -3.00  0.21
H 1.82 0.31 -2.08  0.23
H 1.40 -0.51 1.72  0.22
H 5.11 -2.96 3.40  0.22
H 0.80 0.40 -5.18  0.21
H 1.45 -0.83 -3.39  0.21
H -2.34 3.27 -4.96  0.21
H -0.83 3.11 2.41  0.52
H 0.53 -0.85 -1.88  0.24
H -0.14 -4.35 2.85  0.25
H -2.33 3.73 -1.49  0.21
H -0.90 -1.53 4.27  0.23
H 3.57 -1.08 2.72  0.22
H -2.37 -0.58 4.44  0.23
H 0.32 2.08 -7.08  0.22
H 4.35 -2.95 4.99  0.23
H 4.43 -4.45 4.06  0.22
H -3.58 2.58 -1.95  0.24

***

Molecular formula: ClH2O
Method: DFT, the ωB97M-V functional and the def2-TZVPD basis

Output
- E_tot (Ha) = -536.70398
- largest force on an atom (eV/A) = 1.15
- relative energy (zero: lowest compared OMol25 entry of this formula, charge and spin) (kJ/mol) = 31.2
- net charge = -1
- Kohn-Sham gap (eV) = 7.71

Last column: natural (NBO) charge in e.
Cartesian coordinates (Å):
Cl 1.91 2.47 0.44  -1.00
O -0.61 -1.13 0.10  -0.96
H -0.10 -0.30 0.13  0.51
H -1.20 -1.04 -0.68  0.46